1.
Formula: C6H6S2
Source: the Open Molecules 2025 dataset
Level of theory: the ωB97M-V functional and the def2-TZVPD basis

Last column: Löwdin charge in e.
Element x y z (Å)
C (-1.4932, -1.1136, 0.8346)  -0.0885
C (-1.9945, 0.2649, 0.6086)  -0.2019
C (-0.1527, -1.4001, 0.7555)  -0.1557
C (-1.6636, 1.3786, 0.1180)  -0.7199
C (2.7072, 0.5833, -1.3857)  -0.4099
C (0.7121, -0.4775, 0.0262)  -0.4298
S (-1.4776, 2.8711, -0.2778)  0.7592
S (2.3450, -0.7398, -0.4282)  0.9146
H (-2.3091, -1.6766, 1.0575)  0.0614
H (-2.9461, 0.2275, 1.0767)  0.1114
H (0.1931, -2.3864, 1.0308)  0.0945
H (3.8181, 0.6145, -1.6016)  0.0171
H (1.9306, 1.3886, -1.4435)  0.0249
H (0.3307, 0.4655, -0.3711)  0.0226

Results
gap between HOMO and LUMO (spin up / spin down)	6.7 / 6.8	eV

=====

2.
Formula: C9H6N2O3S
Source: the Open Molecules 2025 dataset
Level of theory: the ωB97M-V functional and the def2-TZVPD basis

Last column: Löwdin charge in e.
Element x y z (Å)
O (-4.6460, -0.6058, 0.0073)  0.1071
C (-3.4794, -0.3137, 0.0038)  -0.5130
N (-2.4706, -1.2477, 0.0010)  0.1996
C (-1.0991, -1.0443, -0.0029)  -0.3842
O (-0.3779, -2.0176, -0.0066)  0.0837
C (-0.6765, 0.3597, -0.0024)  -0.0247
C (0.5995, 0.8490, -0.0020)  0.0733
C (1.9047, 0.2815, -0.0008)  -0.2866
C (2.3258, -1.0854, -0.0013)  -0.1175
C (3.6677, -1.2187, 0.0011)  -0.3797
S (4.4833, 0.3076, 0.0036)  1.0238
C (3.0014, 1.1301, 0.0017)  -0.3614
C (-1.7154, 1.4153, -0.0019)  -0.4129
O (-1.4750, 2.6023, -0.0037)  0.0820
N (-3.0269, 0.9848, 0.0008)  0.2031
H (-2.7659, -2.2182, 0.0012)  0.1718
H (0.6168, 1.9375, -0.0019)  0.1274
H (1.6382, -1.9086, -0.0031)  0.0898
H (4.2473, -2.1200, 0.0017)  0.0655
H (2.9847, 2.2029, 0.0027)  0.0797
H (-3.7366, 1.7093, 0.0017)  0.1732

Results
SMILES	O=C1NC(=O)C(=Cc2ccsc2)C(=O)N1
gap between HOMO and LUMO	8.2	eV

=====

3.
Formula: C25H28N2O5
Source: the Open Molecules 2025 dataset
Level of theory: the ωB97M-V functional and the def2-TZVPD basis

Last column: Löwdin charge in e.
Element x y z (Å)
C (5.5863, 0.4151, -1.7808)  -0.1032
C (4.2867, -0.3653, -1.6400)  -0.2394
C (3.8158, -0.4014, -0.1803)  -0.1522
C (2.5409, -1.1770, -0.0556)  -0.1333
C (2.6059, -2.4484, 0.4135)  0.0551
C (1.4631, -3.3155, 0.5189)  -0.4601
O (1.4573, -4.4410, 0.9582)  0.1050
O (0.2750, -2.8004, 0.0677)  0.1183
C (0.1578, -1.5305, -0.3786)  -0.1449
C (-1.1411, -1.1587, -0.7283)  -0.0748
C (-1.3550, 0.1334, -1.1865)  -0.1906
C (-0.2897, 1.0363, -1.2528)  0.0855
C (0.9874, 0.6745, -0.8824)  -0.1923
O (2.0224, 1.5634, -0.8797)  -0.0720
C (1.7401, 2.9358, -1.0535)  -0.0718
C (0.7162, 3.4662, -0.0381)  -0.5011
O (-0.0679, 4.3491, -0.3110)  0.0719
N (0.8027, 2.8679, 1.1635)  0.0832
C (-0.2903, 2.8712, 2.1069)  -0.0974
C (-0.7230, 1.4478, 2.3653)  -0.2548
C (-2.0512, 1.0976, 2.5705)  -0.0121
C (-2.3536, -0.2320, 2.8173)  -0.0692
C (-1.3255, -1.1608, 2.8525)  -0.0532
C (-0.0341, -0.7106, 2.6308)  -0.1241
N (0.2595, 0.5542, 2.3894)  0.1262
C (1.2578, -0.6532, -0.4569)  -0.0281
O (-2.5562, 0.6143, -1.5544)  0.0311
C (-3.6404, -0.3137, -1.6938)  -0.5387
C (-3.5470, -0.9804, -3.0696)  0.0005
C (-4.9104, 0.5322, -1.6031)  -0.0105
C (-3.5969, -1.3419, -0.5577)  -0.1077
C (-2.2850, -2.1184, -0.5703)  -0.1073
H (5.4486, 1.4439, -1.4560)  0.0706
H (6.3713, -0.0338, -1.1761)  0.0734
H (5.9147, 0.4231, -2.8174)  0.0703
H (4.4320, -1.3894, -1.9914)  0.1165
H (3.5153, 0.0960, -2.2571)  0.1056
H (4.5845, -0.8867, 0.4243)  0.1211
H (3.6858, 0.6171, 0.1788)  0.1141
H (3.5415, -2.8788, 0.7341)  0.1277
H (-0.5261, 2.0307, -1.5910)  0.1276
H (1.3802, 3.1562, -2.0650)  0.1407
H (2.6978, 3.4442, -0.9082)  0.1432
H (1.4304, 2.0826, 1.2881)  0.1238
H (-1.1020, 3.4712, 1.6891)  0.1257
H (0.0347, 3.3263, 3.0513)  0.1320
H (-2.8243, 1.8497, 2.5372)  0.1146
H (-3.3763, -0.5381, 2.9870)  0.1091
H (-1.5154, -2.2044, 3.0459)  0.1111
H (0.8092, -1.3886, 2.6541)  0.1153
H (-4.3236, -1.7326, -3.1764)  0.0938
H (-3.6718, -0.2313, -3.8477)  0.0907
H (-2.5759, -1.4495, -3.2037)  0.0867
H (-5.7866, -0.0878, -1.7682)  0.0902
H (-4.9820, 0.9974, -0.6235)  0.0860
H (-4.8815, 1.3173, -2.3533)  0.0890
H (-3.6825, -0.8019, 0.3884)  0.1103
H (-4.4464, -2.0188, -0.6460)  0.1291
H (-2.2750, -2.8520, -1.3807)  0.1267
H (-2.1617, -2.6750, 0.3603)  0.1171

Results
SMILES	CCCc1cc(=O)oc2c3c(cc(OCC(=O)NCc4ccccn4)c12)OC(C)(C)CC3
gap between HOMO and LUMO	8.6	eV

=====

4.
Formula: C13H23N3O7S2
Source: the Open Molecules 2025 dataset
Level of theory: the ωB97M-V functional and the def2-TZVPD basis

Last column: Löwdin charge in e.
Element x y z (Å)
O (0.8813, 1.3616, -0.4424)  0.0702
O (4.4001, -1.2500, 2.5331)  0.0536
O (-2.8122, 2.7842, 1.7017)  -0.4139
N (1.8265, 1.0676, 2.0038)  0.0997
O (0.4202, 0.9728, 1.8080)  -0.1029
O (-3.9119, 0.8580, 0.4518)  -0.3446
O (-3.1505, -2.4879, -2.8735)  -0.0594
O (-2.8834, -0.3721, -2.0100)  -0.0378
S (1.4392, -1.4887, 2.2421)  0.9323
C (0.1025, 1.1758, 0.4951)  -0.5040
C (3.9317, -0.2720, 1.9983)  -0.4241
C (2.4899, -0.1159, 2.1145)  -0.4823
N (-1.2371, 1.5086, 0.1108)  -0.2416
N (4.9079, 0.7136, 1.6737)  -0.1247
S (-2.5564, 1.3994, 1.2938)  0.9881
C (1.1606, -0.9856, 3.9839)  -0.3593
C (-1.4941, 2.5573, -0.8694)  -0.0959
C (4.5708, 2.0179, 1.2361)  -0.0688
C (6.3994, 0.4728, 1.5813)  -0.0104
C (-2.3865, -0.5881, -4.3668)  0.0262
C (-0.9527, -1.7152, -2.6862)  -0.0021
C (-4.0033, -0.6308, 0.2616)  -0.1252
C (-3.6790, -2.5180, -1.5599)  -0.1388
C (-3.9378, -1.0145, -1.2606)  -0.2412
C (-2.3538, -1.2881, -2.9674)  -0.5564
H (2.1954, -0.9191, 4.5240)  0.0872
H (0.4308, -1.7232, 4.4334)  0.0483
H (0.5520, -0.0089, 4.0429)  0.0624
H (-1.2584, 3.4832, -0.2863)  0.1018
H (-0.8946, 2.4496, -1.8308)  0.1095
H (-2.5567, 2.4834, -1.2215)  0.0945
H (3.8144, 2.2611, 1.9100)  0.0557
H (4.0996, 1.9397, 0.1883)  0.1358
H (5.3133, 2.6367, 1.2897)  0.0257
H (6.9765, 1.1171, 0.9527)  0.0749
H (6.7128, -0.5044, 1.3359)  0.0637
H (6.7098, 0.6549, 2.6445)  0.1095
H (-1.5626, -0.9838, -4.9685)  0.0797
H (-3.3755, -0.6424, -4.8534)  0.0935
H (-2.1609, 0.4606, -4.2342)  0.0767
H (-1.0015, -2.2911, -1.8171)  0.0571
H (-0.4788, -2.3507, -3.4493)  0.1045
H (-0.2005, -0.9746, -2.3878)  0.1001
H (-3.1613, -1.2257, 0.6590)  0.1113
H (-4.8750, -1.0687, 0.7994)  0.1357
H (-2.9136, -3.0668, -0.9364)  0.1366
H (-4.6286, -3.0950, -1.4799)  0.1392
H (-4.9082, -0.7948, -1.7682)  0.1598

Results
gap between HOMO and LUMO	8.2	eV

=====

5.
Formula: C3H11NO3
Source: the Open Molecules 2025 dataset
Level of theory: the ωB97M-V functional and the def2-TZVPD basis

Last column: Löwdin charge in e.
Element x y z (Å)
C (-0.2398, -2.4786, 1.4012)  -0.0844
C (-0.9402, -1.2222, 1.8305)  -0.2846
N (-1.1943, -0.3440, 0.6816)  -0.0123
C (-1.0343, 1.0293, 0.8321)  -0.3189
O (-1.3350, 1.8131, -0.1012)  -0.0475
H (-0.2219, -3.1813, 2.1629)  0.0491
H (-0.6493, -2.7545, 0.5045)  0.0351
H (0.8367, -2.1187, 1.1079)  0.1241
H (-0.2515, -0.4193, 2.4455)  0.1436
H (-1.7376, -1.3850, 2.5632)  0.1029
H (-1.5059, -0.7177, -0.2822)  0.1880
H (-0.7233, 1.3861, 1.8363)  0.1308
O (2.0183, 1.8696, -1.2160)  -0.0643
H (1.0429, 2.0194, -1.3070)  0.0558
H (2.3978, 2.7321, -1.1475)  0.0265
O (1.6008, -0.6890, -2.7202)  -0.1249
H (1.6333, -0.0933, -1.9039)  0.0225
H (2.5521, -0.9797, -2.8351)  0.0584

Results
SMILES	CCNC=O.O.O
gap between HOMO and LUMO	10.5	eV

=====

6.
Formula: C4H7NO
Source: the Open Molecules 2025 dataset
Level of theory: the ωB97M-V functional and the def2-TZVPD basis

Last column: Löwdin charge in e.
Element x y z (Å)
O (0.7960, 1.5662, -1.1094)  -0.0122
C (1.4752, 0.8967, -0.3404)  -0.2821
C (1.2233, -0.5190, -0.0584)  -0.0369
C (-0.4774, -0.4755, 0.6627)  -0.2334
C (-1.3432, 0.4471, -0.0756)  -0.1471
N (-1.4140, -1.0370, -0.3034)  -0.0060
H (2.1988, 1.4382, 0.2883)  0.1218
H (2.0601, -0.9658, 0.5123)  0.0961
H (0.9171, -1.1360, -0.8952)  0.0948
H (-0.4282, -0.7417, 1.7137)  0.1143
H (-0.5904, 1.0071, -0.8237)  0.0876
H (-2.2003, 1.0344, 0.3002)  0.1092
H (-2.2170, -1.5146, 0.1288)  0.0937

Results
SMILES	O=CC[C@H]1CN1
gap between HOMO and LUMO	9.8	eV

=====

7.
Formula: C4H14IrN3
Source: the Open Molecules 2025 dataset
Level of theory: the ωB97M-V functional and the def2-TZVPD basis

Last column: Mulliken spin population.
Element x y z (Å)
C (2.2269, 1.6564, -1.8049)  0.2934
Ir (1.5790, 1.7207, 0.0511)  3.1652
N (0.5340, 1.6862, 1.9625)  0.1512
H (0.8854, 3.1629, -0.1838)  0.4563
H (-0.4730, 1.8402, 1.8523)  -0.0252
H (2.5596, 1.7460, 1.3338)  0.4590
H (2.5248, 2.6819, -2.0718)  0.0574
H (1.4697, 1.2704, -2.4901)  0.0222
H (3.1092, 0.9963, -1.8325)  0.0525
H (0.6588, 0.7612, 2.4026)  -0.0118
H (0.8822, 2.3778, 2.6228)  -0.0296
C (-2.6612, -1.3348, -0.5073)  0.0143
N (-1.2285, -1.5868, -0.2894)  0.0456
C (-0.8437, -2.9300, 0.1549)  0.0118
C (-0.3839, -0.6027, -0.1732)  0.2016
N (0.4869, 0.1920, -0.1372)  0.1331
H (-3.1513, -2.2969, -0.6738)  0.0009
H (-2.8066, -0.6865, -1.3838)  -0.0016
H (-3.1195, -0.8438, 0.3699)  0.0021
H (0.0974, -3.2312, -0.3282)  -0.0002
H (-0.7045, -2.9610, 1.2497)  0.0012
H (-1.6416, -3.6185, -0.1238)  0.0006

Results
charge	+1
gap between HOMO and LUMO (spin up / spin down)	5.9 / 7.3	eV
spin multiplicity	6

=====

8.
Formula: C3H7NO
Source: the Open Molecules 2025 dataset
Level of theory: the ωB97M-V functional and the def2-TZVPD basis

Last column: Löwdin charge in e.
Element x y z (Å)
C (-0.2675, 0.0724, -1.4551)  -0.3785
N (1.0008, 0.6810, -0.3563)  0.1416
C (-0.7350, -0.0199, 2.0092)  -0.0669
C (1.2333, -0.1244, -1.4592)  -0.2283
O (-1.0247, -0.8181, -1.3022)  0.1585
H (-0.6102, 1.0188, -1.8684)  0.1300
H (-1.1562, -0.6524, 1.2240)  0.0020
H (-0.9353, 1.0224, 1.7770)  0.0175
H (0.3462, -0.1311, 1.9447)  0.0006
H (1.5155, -1.0969, -1.1840)  0.0919
H (-1.0957, -0.2948, 2.9686)  -0.0006
H (1.7289, 0.3430, -2.2984)  0.1322

Results
gap between HOMO and LUMO	6.8	eV